The following is a quantum chemistry calculation of 16 unconnected molecules or ions with the total composition C66H161N3O16, from the Open Molecules 2025 dataset.

Last column: Löwdin charge in e.
Geometry (Å):
C1 4.164 1.232 2.563  -0.05
C2 5.346 0.281 2.783  -0.46
C3 6.567 0.945 2.143  -0.17
C4 7.859 0.409 2.487  -0.22
C5 8.032 0.357 3.989  -0.14
C6 6.886 -0.382 4.745  -0.47
N1 5.563 0.066 4.233  -0.13
O1 4.473 -0.465 4.836  0.01
C7 7.111 -1.885 4.544  -0.03
C8 7.018 0.014 6.256  -0.03
C9 4.946 -1.024 1.994  -0.02
H1 3.264 0.829 3.028  0.07
H2 4.111 1.466 1.500  0.08
H3 4.434 2.171 3.045  0.08
H4 6.575 0.824 1.060  0.12
H5 6.559 2.009 2.379  0.13
H6 8.646 1.066 2.118  0.12
H7 8.033 -0.554 2.008  0.12
H8 8.144 1.349 4.427  0.12
H9 8.999 -0.012 4.333  0.12
H10 7.963 -2.374 5.016  0.09
H11 6.303 -2.439 5.022  0.07
H12 7.049 -2.141 3.486  0.06
H13 6.720 1.043 6.455  0.08
H14 6.472 -0.668 6.908  0.08
H15 8.060 0.011 6.575  0.08
H16 4.127 -1.538 2.498  0.07
H17 5.770 -1.734 1.918  0.06
H18 4.723 -0.923 0.931  0.06
H19 4.544 -1.387 4.577  0.08
C10 -0.940 2.659 -0.623  -0.01
C11 -1.901 1.473 -0.475  -0.48
C12 -1.940 0.531 -1.683  -0.13
C13 -0.625 -0.180 -1.780  -0.18
C14 -0.389 -1.013 -0.525  -0.15
C15 -0.432 -0.198 0.768  -0.38
N2 -1.590 0.781 0.740  -0.10
O2 -1.597 1.581 1.857  -0.01
C16 -0.565 -1.247 1.968  -0.02
C17 1.039 0.414 1.001  -0.01
C18 -3.406 1.990 -0.344  0.00
H20 -1.122 3.134 -1.587  0.07
H21 0.132 2.466 -0.563  0.05
H22 -1.156 3.220 0.286  0.08
H23 -2.727 -0.205 -1.516  0.11
H24 -2.116 1.109 -2.590  0.12
H25 0.177 0.556 -1.848  0.10
H26 -0.531 -0.882 -2.608  0.10
H27 0.620 -1.423 -0.534  0.11
H28 -1.054 -1.877 -0.530  0.11
H29 0.177 -2.040 1.886  0.06
H30 -0.403 -0.685 2.888  0.06
H31 -1.555 -1.699 1.906  0.05
H32 1.081 0.973 1.935  0.06
H33 1.797 -0.364 0.911  0.07
H34 1.260 1.115 0.196  0.04
H35 -3.703 2.563 -1.223  0.07
H36 -3.524 2.640 0.523  0.05
H37 -4.095 1.149 -0.274  0.07
H38 -2.145 1.103 2.484  0.05
C19 -0.869 -5.819 -1.334  -0.05
C20 0.198 -6.054 -2.411  -0.48
C21 -0.103 -7.455 -3.079  -0.11
C22 0.733 -7.658 -4.371  -0.16
C23 0.395 -6.497 -5.327  -0.13
C24 0.708 -5.062 -4.739  -0.43
N3 0.146 -4.954 -3.386  -0.14
O3 0.157 -3.691 -2.871  -0.02
C25 2.267 -4.898 -4.708  -0.03
C26 0.111 -3.934 -5.689  -0.03
C27 1.547 -6.107 -1.718  -0.03
H39 -1.879 -5.830 -1.742  0.08
H40 -0.678 -4.956 -0.697  0.07
H41 -0.903 -6.664 -0.645  0.09
H42 0.058 -8.224 -2.324  0.11
H43 -1.161 -7.602 -3.298  0.11
H44 0.514 -8.638 -4.796  0.11
H45 1.792 -7.603 -4.119  0.09
H46 -0.625 -6.476 -5.709  0.11
H47 0.994 -6.611 -6.231  0.11
H48 2.764 -4.539 -5.608  0.08
H49 2.633 -4.226 -3.932  0.06
H50 2.692 -5.878 -4.491  0.05
H51 0.570 -3.933 -6.677  0.08
H52 -0.955 -4.042 -5.885  0.07
H53 0.147 -2.913 -5.308  0.06
H54 1.765 -5.099 -1.365  0.07
H55 2.398 -6.329 -2.362  0.07
H56 1.493 -6.783 -0.865  0.08
H57 -0.746 -3.375 -2.948  0.10
C28 -3.053 5.019 1.960  -0.05
C29 -4.192 5.864 2.539  -0.41
C30 -5.475 4.938 2.742  -0.07
O4 -4.045 6.221 3.929  -0.07
H58 -3.211 4.717 0.924  0.06
H59 -2.871 4.275 2.736  0.09
H60 -2.172 5.660 1.946  0.06
H61 -4.502 6.727 1.949  0.13
H62 -6.272 5.574 3.126  0.08
H63 -5.349 4.006 3.294  0.05
H64 -5.798 4.592 1.760  0.07
H65 -4.360 5.463 4.427  0.07
C31 1.568 3.312 3.577  -0.06
C32 1.848 4.818 3.607  -0.49
C33 1.053 5.528 2.492  -0.05
O5 1.360 5.345 4.800  -0.04
H66 2.036 2.962 2.657  0.05
H67 0.490 3.156 3.604  0.08
H68 1.943 2.716 4.409  0.08
H69 2.914 5.005 3.473  0.13
H70 -0.001 5.254 2.455  0.06
H71 1.519 5.135 1.588  0.06
H72 1.078 6.616 2.561  0.09
H73 1.982 5.207 5.519  0.09
C34 0.873 1.483 -5.802  -0.05
C35 0.424 2.917 -5.384  -0.46
C36 0.807 3.140 -3.944  -0.06
O6 1.321 3.731 -6.056  -0.06
H74 1.173 1.440 -6.849  0.08
H75 0.182 0.680 -5.542  0.07
H76 1.807 1.156 -5.345  0.06
H77 -0.605 3.106 -5.688  0.14
H78 1.819 2.835 -3.677  0.07
H79 0.132 2.560 -3.314  0.06
H80 0.692 4.191 -3.677  0.06
H81 2.234 3.541 -5.824  0.10
C37 0.153 6.809 -1.063  -0.04
C38 1.100 7.574 -1.988  -0.51
C39 2.277 6.672 -2.365  -0.06
O7 0.470 8.098 -3.097  -0.02
H82 0.684 6.521 -0.156  0.05
H83 -0.056 5.818 -1.466  0.06
H84 -0.788 7.302 -0.819  0.08
H85 1.660 8.359 -1.480  0.13
H86 2.736 6.105 -1.556  0.07
H87 3.026 7.331 -2.804  0.08
H88 1.914 5.922 -3.068  0.06
H89 -0.213 7.541 -3.479  0.06
C40 -1.904 -3.490 6.430  -0.06
C41 -1.017 -2.315 6.410  -0.47
C42 -0.205 -2.176 5.140  -0.04
O8 -1.911 -1.201 6.426  -0.07
H90 -2.599 -3.535 5.591  0.07
H91 -2.496 -3.499 7.345  0.09
H92 -1.236 -4.332 6.248  0.09
H93 -0.435 -2.257 7.330  0.14
H94 0.170 -1.167 4.970  0.09
H95 -0.830 -2.485 4.302  0.07
H96 0.716 -2.740 5.286  0.09
H97 -2.438 -1.261 7.226  0.10
C43 -6.716 -2.618 -2.195  -0.04
C44 -5.223 -2.561 -1.923  -0.52
C45 -4.866 -2.206 -0.503  -0.05
O9 -4.599 -3.753 -2.289  -0.04
H98 -6.941 -3.233 -3.066  0.08
H99 -7.166 -1.652 -2.423  0.07
H100 -7.267 -3.060 -1.365  0.08
H101 -4.833 -1.787 -2.585  0.12
H102 -5.197 -3.006 0.159  0.07
H103 -5.272 -1.254 -0.160  0.08
H104 -3.813 -2.087 -0.248  0.06
H105 -4.385 -3.661 -3.220  0.09
C46 -3.499 5.964 -2.688  -0.03
C47 -2.862 5.633 -4.086  -0.50
C48 -3.616 6.333 -5.219  -0.05
O10 -1.535 5.949 -4.016  -0.06
H106 -4.541 5.659 -2.594  0.06
H107 -3.434 7.047 -2.584  0.09
H108 -2.978 5.368 -1.938  0.06
H109 -2.825 4.549 -4.189  0.12
H110 -3.338 6.050 -6.234  0.07
H111 -3.344 7.387 -5.291  0.08
H112 -4.703 6.285 -5.155  0.08
H113 -1.176 6.131 -4.888  0.11
C49 -5.570 1.066 -3.313  -0.07
C50 -6.130 2.429 -3.171  -0.50
C51 -6.654 2.971 -4.453  -0.06
O11 -7.176 2.335 -2.168  -0.05
H114 -4.706 1.045 -3.978  0.09
H115 -6.283 0.333 -3.690  0.08
H116 -5.247 0.716 -2.332  0.06
H117 -5.371 3.101 -2.770  0.11
H118 -7.420 2.410 -4.989  0.09
H119 -5.831 3.021 -5.166  0.08
H120 -6.927 4.019 -4.331  0.08
H121 -7.669 3.146 -2.031  0.08
C52 -3.979 -5.588 3.142  -0.05
C53 -4.001 -5.381 1.683  -0.54
C54 -2.801 -4.572 1.212  -0.05
O12 -3.989 -6.638 1.118  -0.02
H122 -4.264 -4.651 3.621  0.07
H123 -2.948 -5.734 3.467  0.08
H124 -4.738 -6.254 3.552  0.09
H125 -4.923 -4.849 1.447  0.13
H126 -1.898 -5.146 1.418  0.07
H127 -2.774 -3.578 1.658  0.06
H128 -2.804 -4.450 0.128  0.06
H129 -4.034 -6.519 0.166  0.09
C55 3.597 -0.926 -3.520  -0.04
C56 4.091 -0.969 -2.049  -0.47
C57 4.351 -2.410 -1.592  -0.04
O13 5.211 -0.144 -1.907  -0.05
H130 2.825 -1.677 -3.690  0.06
H131 4.294 -1.165 -4.324  0.09
H132 3.080 0.018 -3.691  0.05
H133 3.234 -0.573 -1.505  0.13
H134 4.813 -3.047 -2.346  0.08
H135 3.401 -2.833 -1.265  0.07
H136 5.107 -2.511 -0.813  0.07
H137 5.944 -0.577 -2.351  0.11
C58 3.154 3.072 -1.019  -0.07
C59 4.181 3.308 -2.028  -0.51
C60 5.645 3.278 -1.512  -0.03
O14 4.132 2.259 -2.909  -0.06
H138 2.887 2.065 -0.696  0.06
H139 2.177 3.381 -1.391  0.06
H140 3.438 3.676 -0.157  0.09
H141 3.942 4.293 -2.431  0.13
H142 6.329 3.603 -2.296  0.08
H143 5.951 2.300 -1.139  0.06
H144 5.910 3.999 -0.737  0.07
H145 4.528 1.546 -2.403  0.03
C61 -4.619 1.030 3.353  -0.03
C62 -3.914 -0.113 4.091  -0.48
C63 -4.012 -1.494 3.374  -0.02
O15 -2.590 0.229 4.218  -0.06
H146 -4.669 1.967 3.908  0.07
H147 -5.670 0.782 3.201  0.09
H148 -4.119 1.267 2.414  0.06
H149 -4.309 -0.080 5.106  0.14
H150 -3.426 -2.203 3.961  0.05
H151 -3.579 -1.480 2.374  0.05
H152 -5.046 -1.839 3.379  0.08
H153 -2.276 -0.360 4.908  0.04
C64 0.616 -5.839 3.475  -0.06
C65 1.612 -5.950 2.354  -0.47
C66 2.211 -4.547 1.980  -0.02
O16 2.697 -6.815 2.727  -0.05
H154 0.278 -6.810 3.835  0.08
H155 -0.233 -5.198 3.237  0.06
H156 1.065 -5.313 4.318  0.08
H157 1.159 -6.398 1.469  0.11
H158 2.721 -4.642 1.022  0.06
H159 2.922 -4.155 2.708  0.07
H160 1.382 -3.842 1.931  0.05
H161 2.312 -7.694 2.707  0.08

Computed properties:
- charge = 0
- orbital gap (Ha) = 0.297
- maximum force (Eh/bohr) = 0.0827
- ΔE to the lowest compared entry with this formula, charge and spin (kcal/mol) = 94.57